# 1
Density functional theory data (ωB97M-V/def2-TZVPD) for 9 unconnected molecules or ions with the total composition C54H135N9.

Values from the calculation:
SMILES = CCN(CC)CC.CCN(CC)CC.CCN(CC)CC.CCN(CC)CC.CCN(CC)CC.CCN(CC)CC.CCN(CC)CC.CCN(CC)CC.CCN(CC)CC
energy = -71596.2850 eV
Kohn-Sham gap = 8.59 eV
net charge = 0
highest occupied orbital energy = -7.926 eV

Last column: Löwdin charge in e.
Positions of all 198 atoms, in Å:
C: -6.397 -7.227 6.535  -0.078
C: -5.393 -6.113 6.216  -0.252
N: -5.512 -4.840 6.933  -0.186
C: -5.213 -5.044 8.336  -0.261
C: -3.707 -5.021 8.580  -0.088
C: -6.821 -4.261 6.667  -0.280
C: -6.857 -2.767 6.953  -0.087
H: -6.024 -8.175 6.145  0.049
H: -7.372 -7.018 6.096  0.071
H: -6.543 -7.398 7.606  0.057
H: -4.348 -6.441 6.227  0.109
H: -5.511 -5.872 5.150  0.109
H: -5.589 -4.194 8.921  0.111
H: -5.697 -5.927 8.766  0.079
H: -3.487 -4.901 9.652  0.070
H: -3.212 -5.979 8.366  0.058
H: -3.147 -4.234 8.082  0.074
H: -7.628 -4.791 7.204  0.119
H: -7.048 -4.400 5.607  0.114
H: -6.753 -2.565 8.016  0.060
H: -7.818 -2.389 6.594  0.071
H: -6.086 -2.269 6.370  0.075
C: -8.171 -10.362 9.560  -0.080
C: -8.299 -11.203 8.315  -0.279
N: -7.335 -10.961 7.277  -0.171
C: -7.610 -11.766 6.078  -0.233
C: -8.805 -11.208 5.344  -0.085
C: -5.935 -10.990 7.701  -0.241
C: -5.432 -12.287 8.351  -0.060
H: -9.003 -10.407 10.260  0.031
H: -8.003 -9.299 9.336  0.082
H: -7.285 -10.603 10.169  0.060
H: -8.384 -12.270 8.629  0.102
H: -9.303 -11.018 7.910  0.099
H: -6.743 -11.757 5.422  0.103
H: -7.824 -12.806 6.390  0.101
H: -9.713 -11.286 5.944  0.058
H: -8.675 -10.163 5.057  0.072
H: -8.986 -11.757 4.413  0.055
H: -5.745 -10.115 8.332  0.080
H: -5.368 -10.754 6.795  0.100
H: -4.620 -12.056 9.045  0.055
H: -5.068 -13.011 7.631  0.060
H: -6.232 -12.749 8.937  0.067
C: -5.756 -7.587 11.201  -0.076
C: -4.460 -8.202 10.650  -0.262
N: -3.834 -9.141 11.554  -0.173
C: -2.552 -9.641 11.010  -0.251
C: -1.509 -8.541 10.828  -0.085
C: -4.732 -10.244 11.882  -0.264
C: -4.178 -11.313 12.813  -0.087
H: -6.626 -8.221 11.015  0.048
H: -6.026 -6.663 10.689  0.054
H: -5.611 -7.369 12.259  0.079
H: -4.667 -8.646 9.650  0.112
H: -3.800 -7.358 10.455  0.086
H: -2.140 -10.335 11.740  0.097
H: -2.717 -10.186 10.055  0.121
H: -1.553 -7.912 11.720  0.082
H: -0.523 -8.983 10.731  0.071
H: -1.768 -7.893 9.994  0.054
H: -5.087 -10.744 10.954  0.103
H: -5.599 -9.862 12.428  0.088
H: -3.693 -10.822 13.661  0.086
H: -3.429 -11.914 12.295  0.064
H: -4.950 -11.984 13.176  0.058
C: -12.568 -11.032 8.299  -0.077
C: -12.303 -10.398 9.687  -0.244
N: -12.895 -11.171 10.762  -0.197
C: -14.337 -11.056 10.802  -0.272
C: -14.935 -11.408 12.160  -0.082
C: -12.420 -12.547 10.909  -0.239
C: -10.938 -12.657 11.187  -0.065
H: -13.622 -11.055 8.039  0.067
H: -12.073 -12.002 8.219  0.050
H: -12.065 -10.444 7.517  0.070
H: -11.218 -10.367 9.786  0.080
H: -12.675 -9.376 9.633  0.113
H: -14.797 -11.680 10.010  0.114
H: -14.603 -10.027 10.540  0.115
H: -16.014 -11.243 12.165  0.072
H: -14.452 -10.836 12.949  0.072
H: -14.824 -12.476 12.348  0.059
H: -12.977 -13.004 11.721  0.102
H: -12.706 -13.125 10.006  0.107
H: -10.674 -13.710 11.323  0.067
H: -10.320 -12.251 10.388  0.052
H: -10.703 -12.173 12.135  0.068
C: -3.128 -9.793 4.303  -0.075
C: -3.897 -10.582 3.223  -0.265
N: -4.496 -9.725 2.248  -0.194
C: -4.530 -10.245 0.898  -0.250
C: -5.632 -11.259 0.615  -0.082
C: -5.752 -9.121 2.641  -0.249
C: -6.170 -8.089 1.603  -0.094
H: -2.333 -9.231 3.808  0.073
H: -2.619 -10.528 4.937  0.069
H: -3.758 -9.150 4.906  0.046
H: -3.197 -11.254 2.729  0.101
H: -4.618 -11.231 3.759  0.104
H: -4.692 -9.409 0.212  0.100
H: -3.555 -10.658 0.646  0.104
H: -6.620 -10.786 0.702  0.048
H: -5.591 -11.636 -0.409  0.082
H: -5.687 -12.091 1.324  0.055
H: -5.753 -8.688 3.641  0.103
H: -6.532 -9.916 2.647  0.103
H: -7.009 -7.488 1.941  0.066
H: -6.435 -8.548 0.649  0.060
H: -5.305 -7.450 1.393  0.087
C: -11.844 -8.434 12.925  -0.079
C: -10.562 -9.172 12.608  -0.266
N: -9.652 -9.406 13.731  -0.188
C: -8.475 -10.141 13.294  -0.255
C: -7.996 -11.072 14.402  -0.066
C: -9.425 -8.298 14.616  -0.248
C: -8.709 -7.102 13.984  -0.080
H: -12.293 -8.715 13.873  0.079
H: -12.533 -8.611 12.100  0.057
H: -11.630 -7.360 12.919  0.070
H: -10.813 -10.168 12.245  0.071
H: -10.055 -8.645 11.772  0.118
H: -8.633 -10.704 12.377  0.089
H: -7.683 -9.407 13.047  0.091
H: -8.753 -11.815 14.650  0.074
H: -7.069 -11.561 14.084  0.053
H: -7.766 -10.517 15.312  0.066
H: -8.941 -8.592 15.546  0.109
H: -10.407 -7.918 14.916  0.102
H: -9.218 -6.672 13.119  0.068
H: -7.678 -7.334 13.688  0.048
H: -8.580 -6.267 14.684  0.074
C: -7.206 -14.576 1.961  -0.086
C: -5.976 -15.453 2.117  -0.263
N: -4.743 -14.672 2.089  -0.184
C: -4.121 -14.703 0.780  -0.274
C: -2.890 -13.815 0.636  -0.084
C: -3.784 -15.164 3.074  -0.268
C: -4.225 -14.887 4.494  -0.084
H: -7.124 -13.954 1.063  0.057
H: -7.325 -13.867 2.785  0.065
H: -8.108 -15.185 1.860  0.072
H: -6.103 -16.059 3.018  0.104
H: -5.944 -16.214 1.316  0.117
H: -3.809 -15.729 0.504  0.119
H: -4.848 -14.381 0.030  0.110
H: -2.689 -13.739 -0.433  0.079
H: -3.030 -12.819 1.052  0.046
H: -2.015 -14.247 1.118  0.064
H: -2.820 -14.709 2.869  0.094
H: -3.623 -16.257 2.958  0.127
H: -4.504 -13.834 4.575  0.063
H: -3.419 -15.032 5.215  0.074
H: -5.061 -15.514 4.791  0.057
C: -9.815 -9.478 2.062  -0.080
C: -9.797 -10.615 1.058  -0.272
N: -11.118 -11.013 0.658  -0.204
C: -12.021 -11.402 1.708  -0.253
C: -11.651 -12.694 2.437  -0.074
C: -11.072 -11.954 -0.449  -0.280
C: -12.406 -12.265 -1.059  -0.095
H: -10.436 -8.649 1.713  0.087
H: -8.820 -9.019 2.114  0.048
H: -10.083 -9.713 3.091  0.053
H: -9.268 -10.237 0.175  0.113
H: -9.178 -11.471 1.398  0.112
H: -13.037 -11.419 1.324  0.104
H: -11.977 -10.611 2.461  0.102
H: -10.739 -12.556 3.019  0.045
H: -11.511 -13.554 1.773  0.069
H: -12.465 -13.025 3.090  0.076
H: -10.480 -11.427 -1.206  0.116
H: -10.517 -12.870 -0.183  0.112
H: -12.275 -12.930 -1.912  0.075
H: -13.126 -12.710 -0.371  0.065
H: -12.859 -11.345 -1.440  0.083
C: -11.756 -16.256 9.185  -0.087
C: -10.254 -16.118 9.126  -0.273
N: -9.778 -16.010 7.757  -0.167
C: -10.041 -14.692 7.224  -0.284
C: -10.197 -14.732 5.716  -0.069
C: -8.329 -16.221 7.743  -0.272
C: -7.913 -17.684 7.552  -0.081
H: -12.064 -17.188 8.707  0.077
H: -12.297 -15.437 8.713  0.056
H: -12.097 -16.315 10.224  0.075
H: -9.919 -15.283 9.767  0.105
H: -9.797 -17.011 9.558  0.112
H: -10.962 -14.276 7.651  0.098
H: -9.297 -13.938 7.520  0.085
H: -10.914 -15.501 5.433  0.079
H: -10.484 -13.767 5.295  0.051
H: -9.240 -14.995 5.246  0.067
H: -7.838 -15.832 8.660  0.119
H: -7.819 -15.620 6.984  0.101
H: -8.200 -18.069 6.575  0.069
H: -8.312 -18.324 8.340  0.063
H: -6.820 -17.719 7.631  0.071



# 2
Density functional theory data (ωB97M-V/def2-TZVPD) for 9 unconnected molecules or ions with the total composition C54H135N9.

Values from the calculation:
SMILES = CCN(CC)CC.CCN(CC)CC.CCN(CC)CC.CCN(CC)CC.CCN(CC)CC.CCN(CC)CC.CCN(CC)CC.CCN(CC)CC.CCN(CC)CC
energy = -71590.2433 eV
Kohn-Sham gap = 8.39 eV
net charge = 0
highest occupied orbital energy = -7.901 eV

Last column: Löwdin charge in e.
Positions of all 198 atoms, in Å:
C: 0.341 1.182 -0.210  -0.075
C: -1.068 0.541 -0.215  -0.207
N: -1.240 -0.758 0.549  -0.183
C: -0.667 -1.875 -0.064  -0.261
C: -1.235 -2.105 -1.480  -0.056
C: -0.832 -0.535 1.946  -0.246
C: -1.432 -1.532 2.912  -0.094
H: 0.422 1.820 0.670  0.060
H: 0.463 1.784 -1.110  0.068
H: 1.131 0.443 -0.078  0.045
H: -1.806 1.249 0.163  0.107
H: -1.321 0.451 -1.272  0.075
H: 0.410 -1.725 0.005  0.108
H: -0.864 -2.761 0.540  0.102
H: -0.747 -1.492 -2.238  0.068
H: -1.028 -3.105 -1.862  0.036
H: -2.322 -2.072 -1.559  0.064
H: -1.385 0.340 2.286  0.115
H: 0.246 -0.462 2.090  0.098
H: -0.683 -2.274 3.191  0.060
H: -2.315 -2.015 2.494  0.081
H: -1.744 -1.132 3.877  0.055
C: -0.909 -5.727 2.263  -0.059
C: -1.541 -6.069 0.831  -0.239
N: -1.037 -7.070 -0.069  -0.199
C: -0.403 -8.215 0.642  -0.255
C: 0.428 -9.028 -0.310  -0.105
C: -1.952 -7.548 -1.136  -0.216
C: -1.998 -6.384 -2.150  -0.081
H: -1.543 -5.040 2.825  0.059
H: 0.046 -5.218 2.133  0.060
H: -0.837 -6.612 2.895  0.057
H: -2.578 -6.323 1.052  0.098
H: -1.745 -5.187 0.224  0.086
H: 0.199 -7.981 1.520  0.100
H: -1.162 -8.843 1.109  0.111
H: 0.930 -8.436 -1.075  0.067
H: 1.208 -9.645 0.136  0.072
H: -0.156 -9.730 -0.905  0.060
H: -2.918 -7.746 -0.673  0.108
H: -1.691 -8.444 -1.701  0.104
H: -2.290 -6.818 -3.105  0.071
H: -1.006 -5.962 -2.318  0.042
H: -2.521 -5.492 -1.803  0.062
C: -8.839 -0.369 -3.692  -0.090
C: -7.848 0.601 -3.095  -0.261
N: -6.703 -0.124 -2.557  -0.201
C: -6.844 -1.089 -1.533  -0.269
C: -7.309 -0.474 -0.199  -0.072
C: -5.583 0.766 -2.315  -0.223
C: -4.134 0.065 -2.341  -0.063
H: -9.219 -0.933 -2.840  0.057
H: -8.486 -1.155 -4.359  0.082
H: -9.750 0.112 -4.049  0.072
H: -7.473 1.296 -3.847  0.105
H: -8.303 1.322 -2.416  0.110
H: -7.589 -1.836 -1.809  0.097
H: -6.047 -1.831 -1.485  0.114
H: -7.481 -1.124 0.659  0.068
H: -6.508 0.187 0.134  0.054
H: -8.169 0.194 -0.239  0.069
H: -5.618 1.325 -1.380  0.097
H: -5.568 1.504 -3.117  0.102
H: -3.366 0.800 -2.100  0.045
H: -3.842 -0.407 -3.279  0.070
H: -4.010 -0.711 -1.585  0.039
C: 3.573 -7.658 -3.562  -0.085
C: 2.596 -6.506 -3.856  -0.267
N: 3.105 -5.244 -3.309  -0.163
C: 3.039 -5.142 -1.814  -0.238
C: 3.553 -3.866 -1.188  -0.089
C: 2.256 -4.242 -3.946  -0.289
C: 0.800 -4.252 -3.634  -0.100
H: 3.830 -7.746 -2.506  0.054
H: 4.546 -7.565 -4.044  0.071
H: 3.009 -8.523 -3.909  0.068
H: 2.361 -6.526 -4.920  0.118
H: 1.636 -6.703 -3.379  0.096
H: 3.717 -5.949 -1.536  0.099
H: 2.064 -5.383 -1.391  0.104
H: 4.500 -3.514 -1.596  0.079
H: 3.618 -3.951 -0.104  0.071
H: 2.845 -3.061 -1.387  0.058
H: 2.744 -3.351 -3.552  0.085
H: 2.467 -4.224 -5.016  0.119
H: 0.190 -4.915 -4.247  0.079
H: 0.636 -4.419 -2.570  0.052
H: 0.427 -3.244 -3.817  0.071
C: 3.324 -2.761 4.000  -0.075
C: 4.614 -2.345 3.205  -0.214
N: 4.218 -1.647 1.908  -0.146
C: 5.310 -1.337 0.943  -0.232
C: 6.498 -2.382 0.811  -0.089
C: 3.330 -0.425 2.034  -0.243
C: 4.008 0.723 2.711  -0.095
H: 2.763 -3.530 3.470  0.072
H: 2.713 -1.916 4.315  0.043
H: 3.635 -3.001 5.017  0.066
H: 5.404 -1.882 3.798  0.099
H: 5.140 -3.259 2.930  0.092
H: 4.881 -1.280 -0.058  0.084
H: 5.843 -0.407 1.140  0.091
H: 7.150 -2.317 -0.060  0.066
H: 7.100 -2.432 1.719  0.061
H: 6.148 -3.393 0.601  0.051
H: 2.482 -0.672 2.673  0.077
H: 2.954 -0.153 1.047  0.081
H: 4.726 1.157 2.014  0.051
H: 4.518 0.498 3.647  0.079
H: 3.353 1.573 2.900  0.072
C: 5.737 3.024 -3.109  -0.075
C: 4.169 2.929 -3.176  -0.250
N: 3.553 2.064 -2.200  -0.190
C: 3.676 0.624 -2.515  -0.230
C: 2.670 0.217 -3.594  -0.067
C: 3.695 2.309 -0.796  -0.239
C: 3.209 3.757 -0.459  -0.066
H: 6.133 3.551 -3.977  0.067
H: 6.229 2.095 -2.821  0.067
H: 6.034 3.756 -2.358  0.054
H: 3.717 3.918 -3.105  0.095
H: 4.069 2.683 -4.234  0.105
H: 4.649 0.402 -2.954  0.103
H: 3.584 0.122 -1.552  0.092
H: 2.692 -0.847 -3.827  0.060
H: 1.745 0.452 -3.066  0.054
H: 2.652 0.870 -4.467  0.064
H: 4.669 2.052 -0.380  0.111
H: 2.973 1.653 -0.310  0.068
H: 3.100 4.024 0.593  0.069
H: 2.207 3.919 -0.856  0.048
H: 3.776 4.513 -1.002  0.062
C: 0.820 3.683 -4.010  -0.085
C: -0.523 3.701 -4.772  -0.244
N: -0.922 5.106 -4.998  -0.206
C: -1.042 5.956 -3.789  -0.249
C: -2.235 5.541 -2.954  -0.083
C: -1.996 5.180 -6.007  -0.240
C: -2.302 6.670 -6.221  -0.097
H: 1.581 4.289 -4.502  0.082
H: 1.242 2.678 -4.003  0.042
H: 0.631 3.929 -2.965  0.053
H: -0.353 3.111 -5.672  0.108
H: -1.310 3.135 -4.272  0.100
H: -0.165 5.902 -3.144  0.097
H: -1.112 6.973 -4.173  0.091
H: -2.423 6.279 -2.176  0.075
H: -3.153 5.327 -3.502  0.067
H: -1.995 4.532 -2.618  0.062
H: -2.918 4.686 -5.700  0.103
H: -1.415 4.737 -6.816  0.115
H: -1.343 7.170 -6.359  0.077
H: -2.732 7.130 -5.331  0.061
H: -2.955 6.859 -7.073  0.070
C: -0.020 4.690 1.762  -0.091
C: -0.288 6.192 1.837  -0.253
N: 0.898 7.021 1.557  -0.199
C: 1.494 6.775 0.253  -0.260
C: 2.918 7.289 0.272  -0.081
C: 0.690 8.398 2.085  -0.181
C: -0.443 9.061 1.170  -0.082
H: 0.874 4.297 2.247  0.077
H: 0.093 4.394 0.719  0.044
H: -0.911 4.196 2.150  0.071
H: -1.075 6.569 1.183  0.100
H: -0.620 6.331 2.865  0.111
H: 0.993 7.433 -0.457  0.092
H: 1.540 5.764 -0.151  0.078
H: 3.071 8.078 1.009  0.063
H: 3.240 7.565 -0.732  0.078
H: 3.506 6.424 0.577  0.055
H: 0.342 8.406 3.119  0.105
H: 1.572 9.038 2.056  0.090
H: -0.536 10.132 1.352  0.060
H: -0.300 9.000 0.091  0.056
H: -1.397 8.588 1.403  0.052
C: -4.112 -0.401 8.202  -0.122
C: -2.839 -0.208 7.400  -0.231
N: -1.676 -0.083 8.349  -0.164
C: -0.399 0.010 7.639  -0.298
C: -0.027 -1.230 6.890  -0.089
C: -1.762 1.029 9.285  -0.256
C: -1.991 2.406 8.627  -0.086
H: -4.949 -0.670 7.557  0.069
H: -4.553 0.446 8.727  0.065
H: -4.061 -1.262 8.868  0.081
H: -2.878 -1.124 6.810  0.106
H: -3.037 0.678 6.797  0.109
H: -0.388 0.850 6.944  0.099
H: 0.407 0.332 8.298  0.115
H: -0.815 -1.583 6.224  0.048
H: 0.936 -0.986 6.442  0.073
H: -0.018 -2.088 7.562  0.079
H: -0.850 1.042 9.882  0.109
H: -2.632 0.899 9.928  0.099
H: -1.361 2.552 7.750  0.060
H: -1.696 3.238 9.267  0.070
H: -3.044 2.460 8.352  0.063